[1]
DFT (ωB97M-V/def2-TZVPD) results for a structure of composition C25H14CeCl3N5OS3 at a distorted geometry.

Cartesian coordinates (Å):
Ce -0.3781 0.5244 0.9163
S -2.9926 1.4514 0.7380
C -3.3669 1.4715 -0.9595
C -4.7580 1.6212 -1.2442
N -5.8890 1.7363 -1.4323
C -2.5014 1.3480 -2.0131
S -0.7590 1.1900 -1.9401
C -3.0546 1.3082 -3.3232
N -3.4835 1.2152 -4.3905
Cl -2.6659 -0.8696 7.9138
C -1.9729 -0.2357 6.4533
C -2.1079 -0.9414 5.2726
C -1.5424 -0.4166 4.1288
Cl -1.6390 -1.3025 2.6305
C -0.8505 0.8116 4.0784
O -0.3544 1.2802 2.9778
C -0.7346 1.4678 5.3256
Cl 0.1450 2.9539 5.3646
C -1.2789 0.9628 6.4886
H -2.6398 -1.8813 5.2423
H -1.1587 1.5017 7.4172
C -1.2091 -1.7251 -4.7522
C -1.5945 -2.1836 -3.3921
C -2.8185 -2.6956 -3.0500
C -3.0239 -3.0783 -1.7167
N -2.0790 -2.9529 -0.7937
C -0.8918 -2.4423 -1.1225
S 0.3901 -2.3199 -0.0192
N -0.6635 -2.0815 -2.4252
C -4.3137 -3.6699 -1.2538
H -2.0480 -1.7950 -5.4377
H -0.3716 -2.3167 -5.1280
H -0.8896 -0.6826 -4.6944
H -3.6006 -2.7837 -3.7883
H 0.2201 -1.6313 -2.6179
H -5.0463 -3.7338 -2.0551
H -4.7146 -3.0673 -0.4390
H -4.1227 -4.6644 -0.8494
N 9.4578 3.1406 -1.4320
C 8.3894 2.8248 -1.1427
C 7.0662 2.4309 -0.7844
C 6.0705 2.3475 -1.7606
C 4.7930 1.9624 -1.4115
C 4.4793 1.6506 -0.0816
C 5.4827 1.7419 0.8905
C 6.7617 2.1272 0.5443
C 3.1530 1.2636 0.2632
C 2.0056 0.9442 0.5377
H 6.3084 2.5871 -2.7885
H 4.0150 1.9002 -2.1597
H 5.2421 1.5090 1.9183
H 7.5354 2.1968 1.2973

Summary:
- energy above the lowest of the compared OMol25 structures with the same formula, charge and spin (kcal per mole) = 6.3
- multiplicity = 2
- max |F| (Eh/bohr) = 0.0336
- net charge = -1
- DFT total energy (eV) = -118655.780
- HOMO-LUMO gap (alpha / beta) (eV) = 6.41 / 6.42



[2]
DFT (ωB97M-V/def2-TZVPD) results for a structure of composition C9H26KO4 at a distorted geometry.

Cartesian coordinates (Å):
K -0.1063 -0.0378 0.4907
O 1.7137 -3.3444 1.1475
H 1.2128 -3.8160 1.8130
H 2.2556 -4.0164 0.7340
C 2.7602 -0.2065 4.7740
C 3.1697 1.2512 4.4790
C 4.6349 1.3463 4.7119
O 2.7989 1.5454 3.1301
H 3.5425 -0.8472 4.3671
H 1.8896 -0.5920 4.2433
H 2.6912 -0.4677 5.8300
H 2.6615 1.9673 5.1248
H 4.7612 1.4080 5.7928
H 5.1228 2.1564 4.1699
H 5.2801 0.5159 4.4254
H 2.9311 2.4880 3.0045
C -0.2253 1.6934 -3.9120
C 1.2982 1.9815 -3.9194
C 1.7513 3.4657 -4.1609
O 1.8897 1.6945 -2.7139
H -0.6553 1.8184 -4.9058
H -0.7945 2.4347 -3.3512
H -0.3863 0.6601 -3.6046
H 1.7844 1.3387 -4.6532
H 1.2106 4.1334 -3.4903
H 1.5801 3.7298 -5.2045
H 2.8212 3.6128 -4.0134
H 2.1755 2.5813 -2.4827
C -5.2949 -2.4157 -2.2042
C -4.5893 -1.9684 -0.9691
C -5.4156 -2.3853 0.2736
O -3.3182 -2.5186 -0.9183
H -4.7972 -2.3227 -3.1695
H -6.1608 -1.7737 -2.3660
H -5.7328 -3.4084 -2.1002
H -4.5036 -0.8888 -1.0924
H -4.8583 -2.0098 1.1319
H -5.3635 -3.4721 0.3388
H -6.3729 -1.8672 0.3298
H -3.3622 -3.4638 -1.0804

Summary:
- energy above the lowest of the compared OMol25 structures with the same formula, charge and spin (kcal per mole) = 35.3
- max |F| (Eh/bohr) = 0.0499
- net charge = +1
- DFT total energy (eV) = -34263.695
- HOMO-LUMO gap (eV) = 9.29



[3]
DFT (ωB97M-V/def2-TZVPD) results for a cluster of 2 separate species, C5H8N2 in total at a distorted geometry.

Cartesian coordinates (Å):
C -0.9741 2.1574 0.1151
C -2.2465 -1.0368 -0.3584
C 1.4680 -0.4780 -0.5311
C -0.6409 0.7971 -0.5848
C 1.8234 -1.4134 0.6164
N -2.1794 -1.5126 0.6855
N 0.5195 0.3469 -0.4316
H -1.5990 2.6609 -0.6155
H -1.4611 1.8213 0.9483
H -2.4546 -0.6952 -1.3326
H 0.0054 2.7163 0.1904
H 2.1795 -0.4803 -1.3994
H 0.7665 -1.8201 0.8034
H 2.5940 -2.3126 0.4580
H 2.1995 -0.7511 1.4364

Summary:
- energy above the lowest of the compared OMol25 structures with the same formula, charge and spin (kcal per mole) = 102.6
- max |F| (Eh/bohr) = 0.1016
- DFT total energy (eV) = -8290.549
- HOMO-LUMO gap (eV) = 8.38



[4]
DFT (ωB97M-V/def2-TZVPD) results for the molecule C3H3NO3S at a distorted geometry.

Cartesian coordinates (Å):
C 2.4041 -0.5612 0.0577
C 1.0345 -0.5760 0.1925
C -1.7116 0.0660 -0.0566
N 3.5418 -0.3935 -0.0523
O 0.2471 -2.0658 -0.1489
O 0.1712 1.6057 1.1994
O 0.3552 1.2787 -1.2513
S -0.0536 0.7600 0.0453
H -1.8246 -0.0956 -1.1306
H -1.7296 -0.8658 0.7183
H -2.4344 0.8476 0.4266

Summary:
- energy above the lowest of the compared OMol25 structures with the same formula, charge and spin (kcal per mole) = 177.2
- max |F| (Eh/bohr) = 0.2123
- DFT total energy (eV) = -21620.206
- SMILES = CS(=O)(=O)C(=O)C#N
- HOMO-LUMO gap (alpha / beta) (eV) = 7.89 / 7.89



[5]
DFT (ωB97M-V/def2-TZVPD) results for a structure of composition C10H31O11Pd at a distorted geometry.

Cartesian coordinates (Å):
Pd 1.5614 -1.5954 -1.6110
O -0.0888 -0.6227 -0.7452
H -0.0679 0.1857 -0.2018
C -2.1925 -2.9673 0.0836
C -2.5551 -1.9115 1.1573
O -1.4580 -1.3545 1.8694
O -2.0936 -2.3068 -1.1347
H -2.9207 -3.7781 0.0855
H -1.2873 -3.4939 0.3943
H -3.2493 -2.3862 1.8499
H -2.9888 -1.0527 0.6440
H -0.8270 -1.0315 1.2212
H -1.4157 -1.6198 -1.1195
C 0.8593 1.5397 2.6683
C 0.5201 1.0637 4.1109
O 0.8679 2.0246 5.0806
O 2.2828 1.4097 2.4067
H 0.3362 2.4875 2.5358
H 0.3095 0.8542 2.0192
H 1.0117 0.1060 4.2881
H -0.5340 0.7858 4.0846
H 1.8041 1.9372 5.2763
H 2.4017 1.3559 1.4552
C -0.5792 0.0080 -4.4753
C 0.7411 0.3739 -3.7724
O 1.5906 -0.7599 -3.6786
O -0.4931 -0.3268 -5.8727
H -1.2345 0.8793 -4.4379
H -1.0875 -0.8360 -4.0065
H 0.4030 0.7407 -2.8036
H 1.2810 1.1723 -4.2813
H 2.2098 -0.8635 -4.4057
H -1.3699 -0.1874 -6.2388
C 1.8335 -2.2271 1.6032
C 3.2233 -2.0011 2.3295
O 3.0171 -1.1457 3.4887
O 2.0565 -2.8002 0.3367
H 1.4401 -1.2251 1.4311
H 1.0734 -2.7328 2.1986
H 3.8231 -1.2916 1.7572
H 3.8346 -2.8671 2.5799
H 2.9906 -0.2432 3.1550
H 2.2111 -3.7325 0.5144
C -1.5920 2.5669 -0.5992
C -1.4582 3.8132 -1.4703
O -2.8119 4.4010 -1.6975
O -2.0154 1.4129 -1.3294
H -2.2877 2.7719 0.2164
H -0.7027 2.3859 0.0097
H -0.9432 3.5864 -2.4036
H -0.9288 4.5684 -0.8897
H -3.1169 4.2010 -2.5859
H -1.3839 0.7287 -1.0906

Summary:
- multiplicity = 3
- max |F| (Eh/bohr) = 0.0518
- net charge = +1
- DFT total energy (eV) = -36861.137
- HOMO-LUMO gap (alpha / beta) (eV) = 7.99 / 4.27



[6]
DFT (ωB97M-V/def2-TZVPD) results for a structure of composition C24H51Cl2Cu3N3O10P at a distorted geometry.

Cartesian coordinates (Å):
Cu -0.6011 -4.0881 -0.7443
Cu -2.3682 0.0723 -0.8090
Cu 1.0060 -1.0140 2.1203
C 0.1794 1.0296 6.0499
C 0.3803 1.0723 4.4906
C 0.2510 2.4945 3.9353
C 1.5101 3.3703 4.0723
C 2.5971 2.6100 3.3510
C 2.8381 1.2013 3.9498
N 1.5759 0.4396 3.9534
O 1.7227 -0.9127 4.3579
C 3.5037 1.3415 5.3470
C 3.8925 0.5267 3.0502
C -0.8870 0.4176 3.9251
H -0.7295 1.5693 6.3176
H 0.9983 1.4955 6.5961
H 0.1017 -0.0321 6.2773
H -0.5033 2.9741 4.5653
H -0.0282 2.4971 2.8798
H 1.5986 3.5447 5.1464
H 1.2647 4.3479 3.6513
H 3.4996 3.2279 3.4204
H 2.4350 2.5148 2.2749
H 3.4782 0.4241 5.9409
H 2.9263 2.0051 5.9956
H 4.5465 1.6606 5.3748
H 4.7602 1.1891 3.0132
H 3.5076 0.1791 2.0890
H 4.3432 -0.3653 3.4940
H -1.7954 0.9481 4.2200
H -1.1081 -0.5893 4.3003
H -0.8935 0.2146 2.8485
C -0.2589 -1.5757 -0.2039
O 0.6126 -2.3710 0.2469
O -1.0722 -1.8311 -1.1229
O -0.3854 -0.4717 0.3925
C 3.2465 -0.1996 -0.9358
O 4.2711 -0.8432 -0.8717
N 3.1341 1.1292 -0.6651
C 1.8761 1.8310 -0.6881
C 4.2541 1.9036 -0.1627
H 2.2274 -0.5789 -1.1149
H 1.8772 2.5815 -1.4862
H 1.6688 2.3816 0.2308
H 1.0595 1.1383 -0.8907
H 5.0506 1.2789 0.2382
H 4.7067 2.3994 -1.0269
H 3.8688 2.5776 0.5985
C 4.3310 -5.4676 0.7848
O 5.2412 -6.2574 0.6471
N 4.5036 -4.1815 1.1960
C 3.3397 -3.3604 1.5562
C 5.8063 -3.5565 1.3545
H 3.2624 -5.7181 0.6819
H 3.3360 -2.9207 2.5537
H 2.4042 -3.8955 1.3985
H 3.3446 -2.5751 0.7956
H 5.9507 -2.8355 0.5475
H 5.9425 -3.0163 2.2926
H 6.6164 -4.2828 1.3354
Cl -0.5301 -1.2747 -6.4432
C -0.8503 -0.2439 -5.0243
C 0.1279 -0.5513 -3.8941
Cl 1.8529 -0.2666 -4.1901
H -1.8644 -0.3922 -4.6578
H -0.8325 0.8141 -5.2866
H 0.0237 -1.6134 -3.6740
H -0.0809 -0.0432 -2.9534
C -7.9573 0.7313 -1.4590
C -6.5201 1.1698 -1.8374
O -5.9352 0.0506 -2.5174
P -4.6688 0.2234 -3.4764
O -3.3595 0.5474 -2.8549
O -4.7785 -1.1264 -4.3077
C -4.5707 -2.4075 -3.6740
C -3.1142 -2.7418 -3.5752
O -5.1294 1.3774 -4.4709
C -4.4131 1.5700 -5.6883
C -4.4362 2.9822 -6.2604
H -8.3958 1.3559 -0.6814
H -8.5642 0.8620 -2.3542
H -8.0136 -0.3037 -1.1279
H -6.5634 1.9713 -2.5758
H -5.9203 1.4974 -0.9877
H -5.0867 -2.4119 -2.7136
H -5.0280 -3.1419 -4.3354
H -2.5235 -2.0928 -2.9237
H -2.8628 -3.7287 -3.1789
H -2.6184 -2.7070 -4.5482
H -3.3601 1.3099 -5.5435
H -4.7288 0.9018 -6.4912
H -4.3193 3.8217 -5.5779
H -3.7831 3.0542 -7.1295
H -5.4134 3.1583 -6.7225

Summary:
- max |F| (Eh/bohr) = 0.0672
- DFT total energy (eV) = -218912.332
- HOMO-LUMO gap (eV) = 3.33



[7]
DFT (ωB97M-V/def2-TZVPD) results for the molecule C14H16N4O5 at a distorted geometry.

Cartesian coordinates (Å):
C 2.1411 -4.4280 -1.7256
C 2.0733 -2.9991 -1.2061
H 2.9182 -2.4078 -1.5636
H 1.1324 -2.5279 -1.5059
O 2.1726 -2.9585 0.2214
C 1.0509 -3.1428 0.9082
O -0.0317 -3.3486 0.4325
C 1.3403 -3.1051 2.4100
H 2.2017 -2.4532 2.5861
H 1.5495 -4.1161 2.7680
O 0.2101 -2.6691 3.1354
C -0.2772 -1.4782 2.7567
N 0.3609 -0.7983 1.8244
N -0.0813 0.3594 1.4163
C -1.1796 0.8656 1.9280
C -1.9100 0.2190 2.9498
C -1.4446 -0.9921 3.3808
H -1.9261 -1.5713 4.1516
H -2.7936 0.6868 3.3528
O -1.6369 2.0810 1.5382
C -1.3060 2.6016 0.3385
N -1.5494 3.8910 0.2195
C -1.2739 4.4502 -0.9597
C -0.7452 3.7119 -2.0050
C -0.5374 2.3499 -1.7657
N -0.8366 1.7997 -0.5978
O -0.0247 1.5805 -2.7227
C 0.1772 0.2171 -2.3792
H -0.7822 -0.2952 -2.2793
H 0.7117 0.1384 -1.4307
H 0.7540 -0.2123 -3.1958
H -0.5004 4.1465 -2.9583
C -1.5553 5.9115 -1.0884
H -2.2552 6.0887 -1.9025
H -0.6364 6.4511 -1.3094
H -1.9769 6.2807 -0.1590
H 3.0542 -4.9105 -1.3855
H 2.1266 -4.4214 -2.8116
H 1.2861 -4.9949 -1.3662

Summary:
- energy above the lowest of the compared OMol25 structures with the same formula, charge and spin (kcal per mole) = 0.0
- max |F| (Eh/bohr) = 0.0264
- DFT total energy (eV) = -30974.704
- SMILES = CCOC(=O)COc1ccc(Oc2nc(C)cc(OC)n2)nn1
- HOMO-LUMO gap (eV) = 9.28